Record 1
ORCA calculation (wB97M-V/def2-TZVPD) on C41H40NORuSb2 as an isolated structure in a non-equilibrium geometry.

## Properties
Spin multiplicity: 2
LUMO level (spin up / spin down) (eV): -0.34 / -0.37
Molecular weight (g/mol): 907.367
Total charge: 0
Strongest force on any atom (hartree/bohr): 0.08034
Energy above the lowest of the compared OMol25 structures with the same formula, charge and spin (kcal/mol): 0.0

Geometry as XYZ:
```
86
Properties=species:S:1:pos:R:3:forces:R:3:lowdin_charge:R:1
Ru 0.1065 -1.0562 0.4077 1.561 1.281 0.433 0.52
C 0.5036 -0.7669 4.7894 -0.107 -0.214 0.264 -0.05
C -0.0304 -1.9831 5.2059 0.130 0.360 -0.110 -0.06
C -0.5657 -2.8213 4.2538 -0.204 -0.249 -0.092 -0.01
C -0.5728 -2.4577 2.9064 0.317 0.547 0.378 -0.21
N -0.0510 -1.2656 2.5140 -0.119 -0.763 0.530 -0.02
C 0.4645 -0.4615 3.4476 -0.031 0.241 -0.181 -0.14
C -1.0189 -3.3249 1.8269 -0.343 -0.517 -0.837 -0.21
C -1.7646 -4.4892 2.0446 0.003 0.251 0.305 -0.05
C -2.0571 -5.3377 0.9964 -0.079 -0.161 -0.042 -0.09
C -1.5620 -5.0695 -0.2744 0.041 0.225 -0.062 -0.08
C -0.8421 -3.9040 -0.5012 -0.280 -0.288 0.028 -0.13
C -0.6112 -2.9794 0.5161 1.421 -0.383 0.291 -0.21
H 0.9378 -0.0684 5.4907 0.003 0.028 -0.031 0.11
H -0.0175 -2.2582 6.2518 -0.015 -0.059 -0.003 0.11
H -0.9654 -3.7852 4.5366 0.012 0.023 0.010 0.11
H 0.8557 0.4823 3.0938 0.006 -0.017 -0.022 0.08
H -2.1262 -4.7265 3.0394 -0.039 -0.036 -0.044 0.10
H -2.6673 -6.2161 1.1655 0.056 -0.026 0.038 0.10
H -1.7480 -5.7565 -1.0912 -0.023 -0.020 0.023 0.10
H -0.4693 -3.7149 -1.5003 -0.019 0.049 -0.014 0.05
C 0.1966 2.4903 -1.6021 -0.094 -0.032 0.068 -0.35
C -0.6917 2.0384 -2.7656 0.067 -0.058 -0.078 -0.36
C -0.2341 0.7434 -3.4398 0.084 0.124 0.391 -0.37
Sb 0.3327 -0.9648 -2.1660 -0.689 0.131 -0.472 1.33
C -1.9599 -1.5051 -2.4015 0.928 -0.272 -0.480 -0.36
C -2.4061 -1.9905 -3.6264 -0.361 0.065 0.171 -0.16
C -3.7633 -2.1986 -3.8460 0.087 -0.034 -0.132 -0.10
C -4.6779 -1.9418 -2.8334 -0.061 -0.020 0.021 -0.11
C -4.2339 -1.4834 -1.6019 -0.047 0.054 0.120 -0.10
C -2.8762 -1.2628 -1.3903 0.021 -0.067 -0.117 -0.18
C 2.4869 -0.1909 -2.5672 -0.385 -0.538 -0.121 -0.35
C 3.0240 -0.3981 -3.8333 0.155 0.101 0.139 -0.15
C 4.2430 0.1699 -4.1865 -0.049 -0.064 -0.062 -0.10
C 4.9299 0.9596 -3.2749 0.104 0.039 -0.052 -0.11
C 4.3999 1.1751 -2.0114 -0.030 0.026 0.116 -0.10
C 3.1861 0.5918 -1.6596 0.154 -0.127 -0.115 -0.18
Sb -0.4111 1.4629 0.2071 0.641 1.612 -0.325 1.45
C -2.2287 2.6516 0.1784 0.248 -0.332 0.237 -0.34
C -3.4410 2.2131 -0.3429 -0.014 -0.153 0.073 -0.12
C -4.5003 3.1003 -0.4888 -0.082 0.027 -0.030 -0.08
C -4.3654 4.4262 -0.1081 0.036 -0.005 0.021 -0.09
C -3.1608 4.8676 0.4216 -0.029 0.018 -0.032 -0.08
C -2.0987 3.9864 0.5540 0.032 -0.003 0.020 -0.14
C 0.6421 2.6514 1.6764 -0.216 -0.178 -0.025 -0.40
C 0.0376 2.8870 2.9119 0.020 0.047 -0.118 -0.17
C 0.7565 3.4398 3.9610 -0.020 0.000 0.108 -0.09
C 2.1022 3.7428 3.7986 -0.022 -0.046 -0.050 -0.09
C 2.7131 3.5133 2.5732 0.098 0.038 0.041 -0.09
C 1.9876 2.9739 1.5185 -0.085 -0.039 -0.094 -0.13
H 0.0539 3.5542 -1.4020 0.029 -0.018 0.088 0.06
H 1.2462 2.3135 -1.8329 0.039 -0.014 0.068 0.04
H -0.6930 2.8268 -3.5275 -0.100 0.047 0.068 0.10
H -1.7279 1.9448 -2.4255 -0.024 -0.010 -0.073 0.08
H 0.6541 0.9529 -4.0367 0.026 -0.034 -0.007 0.04
H -1.0189 0.3866 -4.1069 0.031 -0.069 0.020 0.04
H -1.6881 -2.2037 -4.4116 -0.053 0.014 -0.059 0.09
H -4.1085 -2.5597 -4.8088 -0.017 -0.022 0.027 0.10
H -5.7350 -2.1071 -3.0005 0.004 -0.005 0.005 0.09
H -4.9456 -1.3030 -0.8031 -0.002 0.018 -0.009 0.10
H -2.5405 -0.9091 -0.4144 -0.025 -0.032 0.050 0.06
H 2.4813 -1.0115 -4.5454 0.052 0.024 -0.065 0.09
H 4.6553 -0.0030 -5.1740 0.021 0.010 0.010 0.10
H 5.8801 1.4023 -3.5467 -0.017 0.019 -0.008 0.10
H 4.9296 1.8042 -1.3036 0.013 -0.026 0.012 0.10
H 2.7856 0.7377 -0.6588 0.004 0.165 -0.025 0.05
H -3.5777 1.1825 -0.6494 0.048 0.035 -0.019 0.07
H -5.4356 2.7536 -0.9103 0.010 -0.031 0.008 0.10
H -5.1924 5.1145 -0.2259 -0.007 -0.010 0.005 0.10
H -3.0425 5.9006 0.7240 -0.002 0.001 -0.010 0.10
H -1.1568 4.3429 0.9511 -0.017 0.068 0.002 0.09
H -1.0084 2.6294 3.0470 0.005 0.049 0.083 0.10
H 0.2703 3.6245 4.9115 0.004 -0.008 -0.004 0.10
H 2.6716 4.1488 4.6246 -0.001 0.041 -0.017 0.10
H 3.7609 3.7543 2.4402 -0.010 0.007 -0.014 0.10
H 2.4736 2.8046 0.5627 0.038 -0.002 0.016 0.09
C 3.8263 -2.8046 -0.0580 0.405 -0.055 -0.174 -0.04
O 2.5792 -2.1324 -0.2458 0.516 0.391 0.165 -0.19
C 2.1886 -1.1700 0.5632 -3.641 -1.950 -0.047 -0.33
C 3.1196 -0.8554 1.6767 0.280 0.834 -0.110 -0.07
H 3.8939 -3.2414 0.9393 -0.084 0.012 -0.035 0.10
H 4.6691 -2.1293 -0.2192 -0.059 -0.009 -0.058 0.10
H 3.8530 -3.5937 -0.8030 -0.051 0.028 -0.017 0.10
H 4.1458 -0.7472 1.3114 -0.058 0.023 0.084 0.09
H 3.1114 -1.6652 2.4118 -0.121 -0.055 -0.066 0.10
H 2.8341 0.0693 2.1714 -0.021 -0.018 0.025 0.06
```
Positions in Å, forces in eV/Å.

***

Record 2
ORCA calculation (wB97M-V/def2-TZVPD) on C41H41BO2P2Ru as an isolated structure in a non-equilibrium geometry.

## Properties
Spin multiplicity: 5
LUMO level (spin up / spin down) (eV): -5.78 / -7.51
Molecular weight (g/mol): 739.607
Total charge: +2
Strongest force on any atom (hartree/bohr): 0.05995
Energy above the lowest of the compared OMol25 structures with the same formula, charge and spin (kcal/mol): 0.0

Geometry as XYZ:
```
88
Properties=species:S:1:pos:R:3:forces:R:3:lowdin_charge:R:1
Ru 1.7776 0.0747 -0.2968 -0.787 0.801 -0.602 1.15
C 0.3237 1.7529 -0.3932 0.445 1.798 -0.732 -0.18
C 1.6398 2.1590 -0.7389 -1.760 -0.216 -0.583 -0.26
C 2.6154 2.7659 0.2373 0.578 1.045 -0.174 -0.17
C 3.4517 1.8302 1.1519 0.870 0.404 0.288 -0.19
C 2.8676 0.4882 1.4272 -0.940 -0.822 1.585 -0.26
C 1.4858 0.3038 1.7603 1.418 0.179 1.599 -0.24
C 0.5500 1.4370 2.1342 -0.629 0.036 0.819 -0.16
C -0.2331 2.0809 0.9730 -0.852 -0.017 0.189 -0.16
C 0.7916 -1.8897 -0.4363 -0.120 -0.859 -0.852 -0.04
H -0.4344 1.6321 -1.1924 0.755 -0.047 0.410 0.13
H 1.8485 2.2899 -1.8133 -0.272 0.023 0.700 0.08
H 2.1000 3.5205 0.8624 0.158 -0.331 -0.373 0.13
H 3.3392 3.2969 -0.4089 -0.293 0.044 0.544 0.12
H 4.4508 1.6677 0.7155 -0.317 0.168 0.027 0.11
H 3.6377 2.3512 2.1104 -0.076 -0.136 -0.335 0.13
H 3.5271 -0.3367 1.7455 -0.101 0.474 -0.382 0.12
H 1.2402 -0.6488 2.2580 0.156 0.349 -0.458 0.13
H 1.0572 2.2001 2.7472 0.202 -0.252 -0.430 0.13
H -0.1946 1.0121 2.8316 0.328 0.125 -0.327 0.12
H -1.2813 1.7268 1.0276 0.503 0.109 -0.154 0.12
H -0.3135 3.1899 1.1157 0.270 -0.818 -0.280 0.14
H 0.4213 -2.3390 -1.3698 0.211 -0.225 0.259 0.11
H 0.9776 -2.6654 0.3205 -0.039 0.321 -0.248 0.11
H 1.8681 -1.5493 -0.7810 -0.431 -1.686 -0.311 0.04
P 7.8462 0.1359 -3.3551 1.378 1.452 -0.853 1.06
P 8.4680 -1.5001 -1.2114 2.171 -0.205 1.261 1.07
C 8.7945 1.0059 -2.0536 0.106 -1.175 1.165 -0.27
C 9.0683 0.2016 -0.9891 -0.535 1.054 -1.483 -0.29
C 8.7912 0.6407 -4.8823 -0.347 -0.729 -0.182 -0.38
C 9.5798 1.7933 -4.9330 0.311 0.069 0.010 -0.10
C 10.3620 2.0685 -6.0655 -0.246 -0.149 0.011 -0.06
C 10.3307 1.2189 -7.1766 -0.341 -0.249 0.275 -0.05
C 9.4695 0.1046 -7.1576 0.161 0.458 0.190 -0.06
C 8.7116 -0.1865 -6.0206 0.136 0.193 0.092 -0.09
C 6.3076 1.0629 -3.4517 -0.558 -0.233 0.175 -0.36
C 5.2981 0.6824 -2.5500 -0.046 0.263 -0.368 -0.10
C 4.0776 1.3435 -2.5861 0.235 -0.206 -0.014 -0.10
C 3.8871 2.4205 -3.4642 -0.124 -0.136 0.100 -0.05
C 4.8934 2.7926 -4.3660 -0.033 -0.219 0.227 -0.04
C 6.1037 2.0879 -4.3846 -0.553 -0.076 0.303 -0.05
C 10.1431 -2.3817 -1.1910 0.222 0.138 -0.464 -0.32
C 11.0573 -2.1935 -2.2571 -0.180 -0.160 0.204 -0.09
C 12.3015 -2.8424 -2.2456 -0.199 0.214 -0.104 -0.07
C 12.6880 -3.6485 -1.1685 -0.137 0.064 0.031 -0.06
C 11.8254 -3.7633 -0.0781 -0.160 0.111 -0.025 -0.06
C 10.5660 -3.1408 -0.0907 -0.109 -0.165 0.258 -0.08
C 7.7984 -1.9185 0.4297 -0.626 -0.499 -0.079 -0.41
C 7.1540 -3.1650 0.5745 -0.039 0.075 0.040 -0.11
C 6.5992 -3.5352 1.8010 0.166 0.424 0.077 -0.06
C 6.6953 -2.6604 2.8980 0.046 -0.076 -0.149 -0.06
C 7.3767 -1.4451 2.7676 -0.069 -0.057 -0.294 -0.06
C 7.9067 -1.0615 1.5290 -0.127 0.004 0.108 -0.09
H 9.0996 2.0492 -2.1902 -0.073 -0.430 0.342 0.08
H 9.6367 0.4771 -0.0970 -0.063 0.062 -0.418 0.09
H 9.5880 2.4886 -4.0893 0.181 -0.223 -0.405 0.10
H 10.9891 2.9586 -6.0812 -0.157 -0.199 0.038 0.12
H 10.9604 1.4234 -8.0554 -0.413 -0.102 0.509 0.12
H 9.3909 -0.5226 -8.0385 0.022 -0.019 0.133 0.11
H 8.0434 -1.0510 -6.0118 0.287 0.170 -0.046 0.11
H 5.4558 -0.1404 -1.8474 -0.003 0.191 -0.244 0.10
H 3.2672 0.9621 -1.9323 0.614 0.427 -0.514 0.05
H 2.9318 2.9586 -3.4480 0.427 -0.171 -0.185 0.11
H 4.7302 3.6139 -5.0693 0.033 -0.314 0.294 0.12
H 6.8681 2.3204 -5.1186 -0.095 0.038 0.129 0.11
H 10.8024 -1.5104 -3.0777 0.111 -0.429 0.189 0.10
H 12.9869 -2.7139 -3.0874 -0.295 0.032 0.272 0.12
H 13.6645 -4.1664 -1.1703 -0.711 0.412 -0.015 0.13
H 12.1337 -4.3393 0.7992 -0.194 0.218 -0.315 0.12
H 9.9256 -3.2229 0.7952 0.268 -0.121 -0.429 0.10
H 7.0936 -3.8471 -0.2834 -0.009 0.265 0.375 0.12
H 6.0966 -4.4962 1.9071 0.136 0.254 -0.033 0.11
H 6.2336 -2.9309 3.8572 0.327 0.097 -0.465 0.12
H 7.4963 -0.7775 3.6203 -0.098 -0.203 -0.180 0.11
H 8.4035 -0.0937 1.4229 -0.236 -0.391 0.213 0.09
O -1.5254 -0.6512 -1.0103 1.827 -1.120 0.893 0.14
B -0.4960 -1.0199 -0.0531 -3.011 0.220 0.622 -0.57
O -1.1271 -1.1184 1.2440 1.466 -0.397 -1.560 0.14
C -2.4744 -1.0078 1.0337 -0.709 1.360 -0.974 -0.19
C -3.4595 -0.7770 1.9854 0.010 -0.252 -0.096 0.02
C -4.7525 -0.4801 1.5252 0.504 -0.194 0.050 -0.06
C -5.0037 -0.2620 0.1662 -0.052 -0.110 0.257 -0.06
C -3.9636 -0.2840 -0.7587 0.329 -0.170 -0.643 0.01
C -2.7132 -0.7398 -0.3372 -0.695 1.004 1.313 -0.18
H -3.1940 -0.7868 3.0414 -0.248 -0.199 -0.194 0.13
H -5.5605 -0.3792 2.2416 0.113 0.010 -0.070 0.11
H -6.0281 -0.0444 -0.1544 0.528 0.093 0.082 0.12
H -4.1169 0.0993 -1.7755 0.100 -0.456 0.382 0.13
```
Positions in Å, forces in eV/Å.